[1]
This record from OMol25 describes a molecular structure, C26H27IrN3O7P3S2. The level of theory is ωB97M-V/def2-TZVPD.

Geometry as XYZ:
```
69
Properties=species:S:1:pos:R:3:forces:R:3:nbo_charge:R:1
Ir 0.40754 0.09818 0.62976 0.428 0.527 -0.536 1.239
C 1.07950 4.93075 -0.48864 -0.025 0.011 -0.003 -0.652
C 1.15171 3.54173 0.09486 0.158 0.049 0.113 -0.195
S -0.02056 2.43515 -0.39298 -0.162 0.016 -0.030 -0.013
C 2.16149 3.23175 1.01204 -0.116 0.102 -0.171 -0.208
C 3.14771 4.30322 1.40568 0.035 0.007 0.035 -0.652
S 2.31244 1.71306 1.70403 -0.055 -0.082 0.224 0.047
H 0.18380 5.04408 -1.09494 0.004 -0.006 -0.003 0.229
H 1.94785 5.13463 -1.12175 0.006 -0.013 0.002 0.214
H 1.06823 5.69112 0.29617 -0.006 0.000 0.005 0.212
H 2.65250 5.10269 1.96427 -0.009 -0.002 -0.002 0.214
H 3.60914 4.76213 0.52772 0.006 -0.009 -0.005 0.209
H 3.93218 3.88799 2.03381 -0.007 -0.012 -0.002 0.230
C -4.33078 -0.15281 3.22375 0.008 0.011 0.022 -0.639
C -3.68298 -0.53635 1.90158 -0.150 0.117 0.099 -0.498
O -4.71562 -0.51577 0.88458 0.019 -0.003 -0.105 -0.743
P -2.97797 -2.26106 1.95977 -0.123 -0.023 0.188 2.372
O -3.62734 -2.93087 0.66896 0.007 -0.136 -0.073 -0.994
O -3.72536 -2.98957 3.15230 0.037 -0.064 -0.155 -1.032
O -1.51494 -2.35008 1.99434 0.052 0.015 -0.026 -1.119
P -2.39068 0.67739 1.43741 0.110 -0.321 -0.073 2.372
O -3.30302 2.00421 1.34329 -0.022 0.033 0.005 -1.002
O -1.30259 0.82485 2.44560 0.030 -0.010 0.079 -1.133
O -1.91678 0.27527 0.04463 -0.013 -0.010 0.163 -1.161
H -5.15362 -0.83186 3.44384 -0.007 -0.009 -0.004 0.221
H -4.70745 0.86683 3.15643 -0.013 0.004 -0.010 0.223
H -3.60569 -0.21878 4.03599 -0.028 -0.003 -0.051 0.256
H -4.28571 -0.27601 0.05079 -0.003 0.036 0.006 0.488
H -4.44758 -2.46566 0.44229 -0.018 0.057 0.019 0.516
H -3.23791 -2.81177 4.00267 -0.052 0.113 -0.061 0.536
H -2.73072 2.78155 1.34423 0.039 0.042 -0.039 0.509
C -0.09333 -6.50145 0.97730 0.001 -0.007 0.008 -0.215
C -1.03518 -6.13041 0.02942 0.002 0.023 -0.005 -0.234
C -0.98923 -4.86657 -0.54260 -0.021 0.015 -0.005 -0.135
C 0.00391 -3.96527 -0.17309 0.115 0.014 -0.036 -0.364
C 0.93769 -4.33766 0.79398 0.009 -0.021 0.012 -0.181
C 0.89268 -5.60071 1.35993 -0.006 0.009 0.003 -0.211
P 0.05277 -2.24087 -0.74787 -0.258 -0.191 0.222 0.971
C -0.79070 -2.30277 -2.37147 0.045 -0.067 -0.017 -0.253
C -0.37001 -3.17587 -3.37549 -0.015 -0.023 -0.020 -0.206
C -1.00952 -3.19801 -4.60325 -0.015 0.019 0.004 -0.227
C -2.07825 -2.34069 -4.84354 0.013 -0.006 -0.012 -0.214
C -2.49772 -1.46734 -3.85397 -0.001 0.012 0.022 -0.209
C -1.85790 -1.44664 -2.61851 -0.004 0.015 -0.008 -0.215
C 1.75702 -1.84689 -1.15804 -0.030 0.116 0.012 -0.423
C 2.73640 -2.58419 -1.81927 0.002 0.019 -0.010 -0.205
C 3.92492 -1.95759 -2.14887 -0.026 0.048 0.030 -0.227
C 4.10788 -0.60946 -1.82961 0.033 -0.030 -0.020 -0.231
C 3.13799 0.10283 -1.14364 -0.002 0.025 0.020 -0.171
C 1.94096 -0.51354 -0.75989 0.086 -0.201 -0.054 -0.328
H -0.13519 -7.48519 1.42824 0.001 -0.002 0.002 0.203
H -1.81766 -6.82081 -0.26036 0.001 -0.005 0.003 0.205
H -1.74097 -4.57630 -1.26581 0.001 0.000 -0.001 0.210
H 1.68587 -3.62373 1.12103 -0.008 0.006 -0.010 0.231
H 1.61767 -5.87456 2.11607 0.002 -0.012 -0.001 0.208
H 0.46007 -3.84796 -3.19322 -0.006 0.006 0.014 0.212
H -0.67527 -3.88136 -5.37418 -0.001 0.000 -0.005 0.206
H -2.57749 -2.35448 -5.80473 -0.002 0.000 0.000 0.204
H -3.32295 -0.79097 -4.03987 -0.005 -0.005 -0.004 0.206
H -2.16953 -0.75811 -1.84300 0.005 0.002 0.006 0.256
H 2.57460 -3.62859 -2.06367 0.008 0.004 -0.009 0.207
H 4.70798 -2.50580 -2.65860 0.007 0.006 -0.005 0.201
H 5.03621 -0.12041 -2.10440 0.001 -0.007 -0.011 0.200
H 3.32734 1.13755 -0.88106 -0.019 -0.005 0.018 0.202
N -2.16125 -1.95449 5.07041 0.141 -0.027 0.194 -0.610
C -1.07950 -1.66536 4.75823 0.089 -0.010 -0.004 0.570
N 0.16498 -1.33798 4.54716 -0.080 0.122 0.131 -0.679
C 0.65033 -1.10535 3.39027 0.064 -0.229 -0.189 0.669
N 1.24330 -0.92911 2.39044 -0.256 -0.049 0.113 -0.668
```
Forces are in eV/Å.

Summary:
LUMO (spin up / spin down) = 0.0919 / 0.0395 hartree
<S²> = 8.78
Net charge = -1
Frontier orbital gap (spin up / spin down) = 6.152 / 6.604 eV
2S+1 = 6

[2]
This record from OMol25 describes a molecular structure, C4H4Cl2O. The level of theory is ωB97M-V/def2-TZVPD.

Geometry as XYZ:
```
11
Properties=species:S:1:pos:R:3:forces:R:3:nbo_charge:R:1
C -0.20468 1.57882 -0.00907 0.852 -2.009 -0.107 -0.389
C -0.14514 0.25430 -0.08795 4.016 -0.467 0.819 -0.002
C 1.65768 -0.48994 0.38614 -3.552 1.136 -0.941 0.525
C -1.03046 -0.90182 -0.27218 -1.438 -0.913 -1.748 -0.470
O 1.74385 -1.59343 0.76998 0.323 0.168 -0.023 -0.512
Cl 3.01164 0.61259 0.08486 -0.286 -0.162 0.146 -0.050
Cl -2.71139 -0.54890 0.29971 0.287 -0.159 0.513 -0.063
H -1.05730 2.09724 -0.31581 -1.417 0.766 -0.143 0.218
H 0.65430 2.14130 0.30988 0.227 0.102 -0.088 0.229
H -0.58826 -1.81233 0.11078 -0.127 0.083 1.205 0.257
H -1.33026 -1.33784 -1.27635 1.115 1.454 0.367 0.256
```
Forces are in eV/Å.

Summary:
LUMO = 0.0126 hartree
Net charge = 0
Frontier orbital gap = 10.395 eV

[3]
This record from OMol25 describes 3 unconnected molecules or ions with the total composition C2H11NO2S2. The level of theory is ωB97M-V/def2-TZVPD.

Geometry as XYZ:
```
18
Properties=species:S:1:pos:R:3:forces:R:3:nbo_charge:R:1
N -0.50123 0.84878 -2.13768 0.191 -0.584 -0.927 -0.843
C 0.48706 0.18006 -1.29948 1.021 1.049 0.929 -0.234
C 1.00769 1.18441 -0.23071 -0.586 -0.708 0.138 -0.521
S 2.33532 0.39945 0.75280 -0.261 -0.133 -0.264 0.067
S 1.70055 0.77419 2.67404 0.293 -0.053 0.122 -0.164
H -0.25595 0.63759 -3.10440 -0.023 0.381 0.103 0.360
H -1.40927 0.40332 -2.06367 -0.030 -0.025 0.391 0.378
H 1.42416 -0.04923 -1.82325 -0.517 -0.354 -0.481 0.187
H 0.14674 -0.73135 -0.81667 -0.081 -0.183 -0.020 0.184
H 0.22804 1.48648 0.46444 -0.102 0.012 0.015 0.217
H 1.35277 2.06724 -0.73577 0.296 0.411 -0.176 0.220
H 2.82851 1.39548 3.04476 -0.153 0.193 0.146 0.145
O -2.27132 -1.58503 -0.98147 -0.170 0.209 0.041 -0.941
H -3.15777 -1.79153 -0.66368 0.054 -0.089 -0.087 0.476
H -1.91197 -1.03406 -0.27797 0.020 -0.153 0.126 0.468
O -0.97990 -1.59457 2.23370 0.245 0.165 0.411 -0.938
H -0.40852 -0.93045 1.83259 0.064 -0.063 -0.088 0.462
H -0.61491 -1.66079 3.13241 -0.261 -0.075 -0.379 0.477
```
Forces are in eV/Å.

Summary:
LUMO = 0.0137 hartree
Net charge = 0
Structure (SMILES) = NCCSS.O.O
Frontier orbital gap = 9.247 eV

Values for relative energy (zero: lowest compared OMol25 entry of this formula, charge and spin), eV, ordered as above
0.508; 1.637; 0.451